1.
C9H19N2O3P | ωB97M-V with the def2-TZVPD basis set

Each atom is followed by the atoms it is bonded to, with distances in Å.
CARTESIAN COORDINATES (ANGSTROEM)
1 C 0.93 1.38 4.66  C2 1.513, H12 1.089, H13 1.094, H14 1.094
2 C 0.32 1.92 3.39  C1 1.513, O3 1.446, H15 1.098, H16 1.099
3 O 0.73 1.07 2.29  C2 1.446, P4 1.616
4 P 0.51 1.53 0.76  O3 1.616, C5 1.771, O8 1.481, O9 1.612
5 C -1.07 0.92 0.25  P4 1.771, C6 1.373, H17 1.088
6 C -2.13 1.74 -0.06  C5 1.373, N7 1.184
7 N -3.06 2.40 -0.37  C6 1.184
8 O 0.81 2.96 0.49  P4 1.481
9 O 1.41 0.44 -0.02  P4 1.612, C10 1.446
10 C 2.61 -0.19 0.49  O9 1.446, C11 1.511, H18 1.100, H19 1.098
11 C 3.28 -0.91 -0.66  C10 1.511, H20 1.089, H21 1.094, H22 1.094
12 H 0.49 1.90 5.51  C1 1.089
13 H 0.75 0.31 4.77  C1 1.094
14 H 2.01 1.57 4.68  C1 1.094
15 H -0.78 1.92 3.45  C2 1.098
16 H 0.67 2.94 3.18  C2 1.099
17 H -1.24 -0.14 0.37  C5 1.088
18 H 3.26 0.59 0.91  C10 1.100
19 H 2.32 -0.88 1.29  C10 1.098
20 H 4.11 -1.49 -0.28  C11 1.089
21 H 2.58 -1.58 -1.16  C11 1.094
22 H 3.66 -0.19 -1.39  C11 1.094
23 C -2.59 -0.93 -3.72  N24 1.461, H27 1.093, H28 1.099, H29 1.100
24 N -1.72 -1.42 -2.65  C23 1.461, C25 1.462, C26 1.302
25 C -1.95 -2.76 -2.12  N24 1.462, H30 1.093, H31 1.100, H32 1.098
26 C -0.76 -0.67 -2.18  N24 1.302, H33 1.092, H34 1.091
27 H -3.37 -1.68 -3.87  C23 1.093
28 H -3.04 0.03 -3.42  C23 1.099
29 H -2.02 -0.77 -4.65  C23 1.100
30 H -2.85 -3.15 -2.60  C25 1.093
31 H -1.09 -3.41 -2.32  C25 1.100
32 H -2.10 -2.71 -1.03  C25 1.098
33 H -0.10 -1.07 -1.41  C26 1.092
34 H -0.59 0.32 -2.60  C26 1.091

Summary:
HOMO energy, Eh: -0.24708
Relative energy (zero: lowest compared OMol25 entry of this formula, charge and spin), kJ/mol: 167.03
HOMO-LUMO gap, eV: 5.726



2.
C5H6F2O | ωB97M-V with the def2-TZVPD basis set

Each atom is followed by the atoms it is bonded to, with distances in Å.
CARTESIAN COORDINATES (ANGSTROEM)
1 C 1.17 -1.33 -0.07  C2 1.528, H9 1.052, H10 1.136, H11 1.117
2 C 0.42 -0.26 0.72  C1 1.528, O3 1.445, C6 1.793, H12 1.010
3 O 0.97 1.04 0.43  C2 1.445, C4 1.286
4 C 0.14 1.75 -0.26  O3 1.286, C5 1.291, H13 1.075
5 C -1.08 1.34 -0.40  C4 1.291, C6 1.547, H14 1.039
6 C -1.25 -0.12 0.07  C2 1.793, C5 1.547, F7 1.312, F8 1.322
7 F -2.08 -0.32 1.06  C6 1.312
8 F -1.37 -1.11 -0.79  C6 1.322
9 H 0.89 -2.33 0.11  C1 1.052
10 H 2.27 -1.33 0.18  C1 1.136
11 H 0.85 -1.30 -1.14  C1 1.117
12 H 0.31 -0.54 1.68  C2 1.010
13 H 0.53 2.70 -0.56  C4 1.075
14 H -1.76 1.82 -1.01  C5 1.039

Summary:
HOMO energy, Eh: -0.34725
Relative energy (zero: lowest compared OMol25 entry of this formula, charge and spin), kJ/mol: 120.99
HOMO-LUMO gap, eV: 10.451



3.
C28H50NO9 | ωB97M-V with the def2-TZVPD basis set

Each atom is followed by the atoms it is bonded to, with distances in Å.
CARTESIAN COORDINATES (ANGSTROEM)
1 C 1.04 4.25 -2.05  C2 1.573, H15 1.117, H16 1.119, H17 1.128
2 C 0.48 2.78 -2.19  C1 1.573, C3 1.475, C7 1.466
3 C 1.45 1.74 -2.59  C2 1.475, C4 1.473, H18 1.112
4 C 1.00 0.35 -2.74  C3 1.473, C5 1.457, H19 1.113
5 C -0.40 0.07 -2.48  C4 1.457, C6 1.452, H20 1.111
6 C -1.37 1.08 -2.09  C5 1.452, C7 1.480, H21 1.118
7 C -0.93 2.48 -1.94  C2 1.466, C6 1.480, C8 1.576
8 C -1.96 3.58 -1.47  C7 1.576, C9 1.574, H22 1.121, H23 1.118
9 C -2.81 4.15 -2.67  C8 1.574, C10 1.570, O14 1.436, H24 1.127
10 C -3.49 3.05 -3.57  C9 1.570, N11 1.495, H25 1.126, H26 1.128
11 N -4.65 2.35 -2.95  C10 1.495, C12 1.499, H27 1.032, H28 1.041
12 C -5.31 3.02 -1.78  N11 1.499, C13 1.574, H29 1.119, H30 1.127
13 C -4.77 4.45 -1.38  C12 1.574, O14 1.432, H31 1.121, H32 1.126
14 O -3.85 5.07 -2.28  C9 1.436, C13 1.432
15 H 2.16 4.22 -2.10  C1 1.117
16 H 0.64 4.93 -2.85  C1 1.119
17 H 0.79 4.62 -1.02  C1 1.128
18 H 2.53 1.95 -2.77  C3 1.112
19 H 1.71 -0.46 -3.03  C4 1.113
20 H -0.75 -0.98 -2.56  C5 1.111
21 H -2.45 0.86 -1.86  C6 1.118
22 H -2.55 3.11 -0.64  C8 1.121
23 H -1.35 4.41 -1.03  C8 1.118
24 H -2.11 4.73 -3.32  C9 1.127
25 H -2.76 2.31 -3.99  C10 1.126
26 H -3.89 3.60 -4.47  C10 1.128
27 H -4.30 1.43 -2.62  N11 1.032
28 H -5.39 2.15 -3.65  N11 1.041
29 H -6.41 3.07 -1.98  C12 1.119
30 H -5.18 2.34 -0.89  C12 1.127
31 H -4.32 4.44 -0.36  C13 1.121
32 H -5.66 5.13 -1.32  C13 1.126
33 O -0.45 -2.75 -0.91  C34 1.208
34 C -0.04 -2.64 0.22  O33 1.208, O35 1.341, C38 1.505
35 O 0.57 -1.50 0.59  C34 1.341, C36 1.437
36 C 0.94 -1.19 1.95  O35 1.437, C37 1.515, H39 1.092, H40 1.091
37 C 2.28 -1.80 2.31  C36 1.515, H41 1.090, H42 1.086, H43 1.092
38 C -0.13 -3.78 1.20  C34 1.505, H44 1.090, H45 1.090, H46 1.088
39 H 0.14 -1.48 2.64  C36 1.092
40 H 1.01 -0.10 1.99  C36 1.091
41 H 2.25 -2.89 2.26  C37 1.090
42 H 2.57 -1.51 3.32  C37 1.086
43 H 3.05 -1.47 1.61  C37 1.092
44 H 0.70 -4.46 1.02  C38 1.090
45 H -1.07 -4.31 1.02  C38 1.090
46 H -0.14 -3.47 2.24  C38 1.088
47 O -7.29 1.38 -5.33  C48 1.212
48 C -7.54 0.31 -4.81  O47 1.212, O49 1.337, C52 1.508
49 O -8.66 0.15 -4.11  C48 1.337, C50 1.437
50 C -9.13 -1.11 -3.61  O49 1.437, C51 1.515, H53 1.091, H54 1.090
51 C -8.48 -1.45 -2.28  C50 1.515, H55 1.092, H56 1.091, H57 1.092
52 C -6.55 -0.82 -4.88  C48 1.508, H58 1.091, H59 1.090, H60 1.087
53 H -9.00 -1.90 -4.35  C50 1.091
54 H -10.20 -1.00 -3.46  C50 1.090
55 H -7.40 -1.56 -2.37  C51 1.092
56 H -8.89 -2.38 -1.88  C51 1.091
57 H -8.66 -0.65 -1.56  C51 1.092
58 H -5.79 -0.69 -4.11  C52 1.091
59 H -6.07 -0.80 -5.86  C52 1.090
60 H -7.00 -1.81 -4.78  C52 1.087
61 O 4.13 -2.81 3.91  C62 1.208
62 C 5.05 -3.50 3.51  O61 1.208, O63 1.342, C66 1.505
63 O 5.91 -3.00 2.62  C62 1.342, C64 1.435
64 C 7.12 -3.66 2.22  O63 1.435, C65 1.515, H67 1.092, H68 1.091
65 C 6.86 -4.67 1.11  C64 1.515, H69 1.091, H70 1.091, H71 1.092
66 C 5.17 -4.93 3.95  C62 1.505, H72 1.091, H73 1.090, H74 1.088
67 H 7.63 -4.11 3.08  C64 1.092
68 H 7.78 -2.88 1.84  C64 1.091
69 H 6.19 -5.46 1.44  C65 1.091
70 H 7.79 -5.12 0.78  C65 1.091
71 H 6.38 -4.18 0.26  C65 1.092
72 H 4.52 -5.55 3.33  C66 1.091
73 H 4.86 -5.00 4.99  C66 1.090
74 H 6.19 -5.32 3.90  C66 1.088
75 O 5.57 2.40 7.30  C76 1.203
76 C 5.43 1.92 6.20  O75 1.203, O77 1.345, C80 1.507
77 O 5.57 0.59 6.04  C76 1.345, C78 1.435
78 C 5.26 -0.11 4.83  O77 1.435, C79 1.515, H81 1.092, H82 1.087
79 C 6.41 -0.06 3.85  C78 1.515, H83 1.092, H84 1.090, H85 1.092
80 C 5.17 2.79 5.00  C76 1.507, H86 1.090, H87 1.090, H88 1.088
81 H 4.32 0.26 4.39  C78 1.092
82 H 5.08 -1.14 5.11  C78 1.087
83 H 6.64 0.97 3.55  C79 1.092
84 H 6.19 -0.64 2.96  C79 1.090
85 H 7.32 -0.46 4.31  C79 1.092
86 H 6.12 3.18 4.64  C80 1.090
87 H 4.53 3.61 5.30  C80 1.090
88 H 4.66 2.28 4.19  C80 1.088

Summary:
Net charge: +1
HOMO energy, Eh: -0.41019
HOMO-LUMO gap, eV: 8.306



4.
FHO2S | ωB97M-V with the def2-TZVPD basis set

Each atom is followed by the atoms it is bonded to, with distances in Å.
CARTESIAN COORDINATES (ANGSTROEM)
1 O 0.14 -0.38 1.42  S2 1.408
2 S -0.09 -0.01 0.08  O1 1.408, O3 1.526, F4 1.645, H5 1.506
3 O -1.36 0.79 -0.17  S2 1.526
4 F 1.23 0.79 -0.48  S2 1.645
5 H 0.07 -1.19 -0.85  S2 1.506

Summary:
HOMO energy, Eh: -0.45023
Relative energy (zero: lowest compared OMol25 entry of this formula, charge and spin), kJ/mol: 115.82
HOMO-LUMO gap, eV: 12.007



5.
C12H24Cl6O6 | ωB97M-V with the def2-TZVPD basis set

Each atom is followed by the atoms it is bonded to, with distances in Å.
CARTESIAN COORDINATES (ANGSTROEM)
1 C -2.35 -3.86 -1.68  O2 1.472, H7 1.081, H8 1.092, H9 1.095
2 O -3.49 -3.26 -0.96  C1 1.472, C3 1.294
3 C -3.31 -1.98 -0.87  O2 1.294, O4 1.236, O5 1.312
4 O -2.34 -1.32 -1.25  C3 1.236
5 O -4.37 -1.37 -0.38  C3 1.312, C6 1.424
6 C -4.20 0.02 -0.12  O5 1.424, H10 1.083, H11 1.047, H12 1.104
7 H -2.26 -3.29 -2.59  C1 1.081
8 H -2.72 -4.88 -1.80  C1 1.092
9 H -1.51 -3.83 -0.98  C1 1.095
10 H -5.09 0.27 0.45  C6 1.083
11 H -4.23 0.51 -1.05  C6 1.047
12 H -3.31 0.23 0.50  C6 1.104
13 C 1.95 2.97 1.65  O14 1.494, H19 1.075, H20 1.085, H21 1.077
14 O 1.38 2.02 2.66  C13 1.494, C15 1.338
15 C 0.75 1.00 2.06  O14 1.338, O16 1.199, O17 1.322
16 O 0.78 0.85 0.87  C15 1.199
17 O 0.10 0.24 2.93  C15 1.322, C18 1.458
18 C 0.40 0.23 4.36  O17 1.458, H22 1.085, H23 1.085, H24 1.093
19 H 1.15 3.56 1.24  C13 1.075
20 H 2.45 2.41 0.86  C13 1.085
21 H 2.66 3.51 2.25  C13 1.077
22 H -0.52 0.52 4.84  C18 1.085
23 H 1.28 0.84 4.54  C18 1.085
24 H 0.65 -0.82 4.54  C18 1.093
25 Cl 4.76 -2.20 2.37  C26 1.785
26 C 3.40 -1.34 1.60  Cl25 1.785, C27 1.460, H29 1.057, H30 1.105
27 C 3.65 -1.02 0.20  C26 1.460, Cl28 1.790, H31 1.075, H32 1.067
28 Cl 4.95 0.18 -0.04  C27 1.790
29 H 3.27 -0.45 2.15  C26 1.057
30 H 2.52 -2.01 1.68  C26 1.105
31 H 2.73 -0.56 -0.11  C27 1.075
32 H 4.07 -1.93 -0.18  C27 1.067
33 Cl -0.45 4.18 -1.13  C34 1.758
34 C -1.43 2.78 -0.72  Cl33 1.758, C35 1.511, H37 1.069, H38 1.090
35 C -2.03 2.16 -1.96  C34 1.511, Cl36 1.780, H39 1.078, H40 1.098
36 Cl -3.32 3.16 -2.68  C35 1.780
37 H -2.13 3.18 -0.02  C34 1.069
38 H -0.76 2.03 -0.29  C34 1.090
39 H -2.47 1.19 -1.79  C35 1.078
40 H -1.26 2.02 -2.73  C35 1.098
41 Cl 1.03 -2.58 -1.36  C42 1.794
42 C 0.81 -0.85 -1.77  Cl41 1.794, C43 1.484, H45 1.057, H46 1.075
43 C 1.83 -0.58 -2.82  C42 1.484, Cl44 1.792, H47 1.077, H48 1.102
44 Cl 1.83 1.17 -3.23  C43 1.792
45 H 0.96 -0.27 -0.90  C42 1.057
46 H -0.22 -0.80 -2.08  C42 1.075
47 H 1.58 -1.11 -3.72  C43 1.077
48 H 2.84 -0.91 -2.53  C43 1.102

Summary:
HOMO energy, Eh: -0.38839
HOMO-LUMO gap, eV: 10.974



6.
C4H7NO | ωB97M-V with the def2-TZVPD basis set

Each atom is followed by the atoms it is bonded to, with distances in Å.
CARTESIAN COORDINATES (ANGSTROEM)
1 C -2.14 0.12 0.53  N2 1.436, H7 1.097, H8 1.101, H9 1.089
2 N -0.75 0.44 0.40  C1 1.436, C3 1.262
3 C -0.22 0.17 -0.71  N2 1.262, C4 1.488, H10 1.103
4 C 1.20 -0.28 -0.69  C3 1.488, C5 1.464, O6 1.429, H11 1.087
5 C 2.13 0.21 0.33  C4 1.464, O6 1.408, H12 1.088, H13 1.090
6 O 1.47 -1.02 0.51  C4 1.429, C5 1.408
7 H -2.11 -0.90 0.91  C1 1.097
8 H -2.70 0.11 -0.42  C1 1.101
9 H -2.63 0.74 1.28  C1 1.089
10 H -0.80 0.02 -1.64  C3 1.103
11 H 1.55 -0.77 -1.59  C4 1.087
12 H 3.20 0.13 0.15  C5 1.088
13 H 1.80 1.03 0.96  C5 1.090

Summary:
HOMO energy, Eh: -0.34851
Relative energy (zero: lowest compared OMol25 entry of this formula, charge and spin), kJ/mol: 296.64
HOMO-LUMO gap, eV: 10.532



7.
C5H9NOS | ωB97M-V with the def2-TZVPD basis set

Each atom is followed by the atoms it is bonded to, with distances in Å.
CARTESIAN COORDINATES (ANGSTROEM)
1 C 2.27 -0.17 -0.72  O2 1.464, H9 1.274, H10 1.132, H11 1.236
2 O 1.07 0.50 -1.24  C1 1.464, C3 1.336
3 C 0.16 0.35 -0.28  O2 1.336, C4 1.511, C5 1.532, S7 1.889
4 C 0.52 0.01 1.15  C3 1.511, H12 1.140, H13 1.101, H14 1.033
5 C -0.78 1.56 -0.29  C3 1.532, N6 1.221
6 N -1.44 2.50 -0.70  C5 1.221
7 S -1.10 -0.79 -1.09  C3 1.889, C8 1.726
8 C -2.43 -0.68 0.01  S7 1.726, H15 1.111, H16 1.059, H17 1.029
9 H 2.34 -0.13 0.55  C1 1.274
10 H 3.22 0.32 -1.09  C1 1.132
11 H 2.49 -1.37 -0.89  C1 1.236
12 H 1.48 0.62 1.29  C4 1.140
13 H -0.36 0.38 1.71  C4 1.101
14 H 0.71 -0.99 1.34  C4 1.033
15 H -3.06 -1.29 -0.66  C8 1.111
16 H -2.84 0.29 -0.03  C8 1.059
17 H -2.26 -1.09 0.95  C8 1.029

Summary:
HOMO energy, Eh: -0.32581
Relative energy (zero: lowest compared OMol25 entry of this formula, charge and spin), kJ/mol: 467.01
HOMO-LUMO gap, eV: 9.397



8.
C4H8NO | ωB97M-V with the def2-TZVPD basis set

Each atom is followed by the atoms it is bonded to, with distances in Å.
CARTESIAN COORDINATES (ANGSTROEM)
1 C -1.10 -1.11 0.46  N5 1.453, O6 1.769, H7 1.078, H8 1.096
2 C 0.98 -0.14 -0.46  C4 1.509, N5 1.344, H9 1.094
3 C -2.96 0.84 -0.03  O6 1.201, H10 1.135
4 C 2.27 0.63 -0.33  C2 1.509, H11 1.106, H12 1.107, H13 1.158
5 N 0.15 -0.39 0.57  C1 1.453, C2 1.344, H14 0.979
6 O -2.18 0.28 0.69  C1 1.769, C3 1.201
7 H -1.36 -1.66 -0.43  C1 1.078
8 H -1.39 -1.56 1.42  C1 1.096
9 H 0.64 -0.45 -1.46  C2 1.094
10 H -3.29 0.90 -1.11  C3 1.135
11 H 3.20 0.03 -0.39  C4 1.106
12 H 2.23 0.98 0.72  C4 1.107
13 H 2.38 1.54 -1.04  C4 1.158
14 H 0.43 0.10 1.38  N5 0.979

Summary:
Net charge: +1
HOMO energy (alpha / beta), Eh: -0.46463 / -0.42376
Relative energy (zero: lowest compared OMol25 entry of this formula, charge and spin), kJ/mol: 494.24
HOMO-LUMO gap (alpha / beta), eV: 8.130 / 6.315



| no. | M (g mol⁻¹) |
| --- | --- |
| 1 | 234.24 |
| 2 | 120.10 |
| 3 | 544.71 |
| 4 | 84.07 |
| 5 | 477.04 |
| 6 | 85.11 |
| 7 | 131.20 |
| 8 | 86.11 |